Below is a 2-piece molecular cluster, CH6N3O2 overall in a non-equilibrium geometry, with properties calculated with wB97M-V/def2-TZVPD.

Values from the calculation:
E_HOMO (alpha / beta) ... -14.23 / -14.25 eV
HOMO-LUMO gap (alpha / beta) ... 7.0 / 7.0 eV
Charge ... +1
Energy above the lowest of the compared OMol25 structures with the same formula, charge and spin ... 284.4 kJ/mol
Total energy ... -355.9913 Ha

Cartesian coordinates (Å):
C1 -0.436 0.405 -0.103
N1 -0.319 0.959 1.047
N2 0.747 -0.196 -0.660
N3 -1.469 0.423 -0.933
O1 1.811 0.100 0.028
O2 0.206 -2.209 0.478
H1 0.642 0.882 1.483
H2 -1.071 1.431 1.522
H3 -2.249 1.090 -0.813
H4 -1.477 0.157 -1.826
H5 2.608 -0.264 -0.572
H6 1.008 -2.779 0.348